Formula: C4H8O2
Source: the OMol25 dataset
Level of theory: ωB97M-V/def2-TZVPD

Structure (ORCA input):
```
! RIJCOSX wB97M-V def2-TZVPD def2/J DEFGRID3
* xyz 0 1
C 0.37653 0.94060 -0.57378
C -0.51507 -0.10972 -1.27504
C -0.59754 -0.87821 0.05608
O 0.44141 -1.81972 0.15664
C -0.18761 0.43212 0.76546
O 0.68700 0.21265 1.85336
H 0.23235 1.99620 -0.81657
H 1.43484 0.67826 -0.67020
H 1.42411 0.82996 1.78076
H -0.07668 -0.66292 -2.10739
H -1.48486 0.30030 -1.57125
H -1.56453 -1.32237 0.32835
H 0.89475 -1.60829 0.98989
H -1.06472 1.01114 1.08369
*
```

Calculated values
- LUMO: 0.845 eV
- HOMO energy: -9.94 eV
- HOMO-LUMO gap: 0.3963 hartree